[1]
DFT (the ωB97M-V functional and the def2-TZVPD basis) results for a 9-piece molecular cluster, C25H40Cl24O3 overall in a non-equilibrium geometry.

Values from the calculation:
**Electronic energy**: -12246.86076 Eh
**LUMO level**: 0.28 eV
**SMILES string**: COCCCCCCCCCCCC[C@@H]1CCOC1=O.ClC(Cl)Cl.ClC(Cl)Cl.ClC(Cl)Cl.ClC(Cl)Cl.ClC(Cl)Cl.ClC(Cl)Cl.ClC(Cl)Cl.ClC(Cl)Cl
**Kohn-Sham gap**: 9.88 eV

```
! RIJCOSX wB97M-V def2-TZVPD def2/J DEFGRID3
* xyz 0 1
C -2.231 2.589 0.195
O -2.331 2.115 -1.128
C -3.483 1.342 -1.403
C -3.384 -0.119 -1.011
C -3.618 -0.442 0.464
C -3.726 -1.941 0.716
C -2.422 -2.736 0.694
C -1.481 -2.443 1.877
C -0.279 -1.528 1.616
C 0.850 -2.243 0.883
C 2.184 -1.506 0.653
C 2.215 -0.587 -0.578
C 1.583 0.802 -0.507
C 2.458 1.886 0.133
C 2.492 1.983 1.667
C 1.692 3.150 2.253
C 2.550 4.337 1.823
O 3.897 3.845 1.870
C 3.870 2.488 2.024
O 4.932 1.894 2.316
H -1.996 3.652 0.186
H -3.167 2.454 0.738
H -1.455 2.054 0.740
H -4.337 1.806 -0.932
H -3.643 1.416 -2.480
H -4.156 -0.643 -1.592
H -2.413 -0.500 -1.334
H -2.849 0.004 1.095
H -4.559 0.030 0.764
H -4.244 -2.125 1.658
H -4.371 -2.344 -0.069
H -1.914 -2.601 -0.264
H -2.702 -3.790 0.719
H -1.098 -3.384 2.274
H -2.089 -1.980 2.659
H -0.628 -0.663 1.048
H 0.078 -1.167 2.583
H 0.489 -2.602 -0.080
H 1.076 -3.137 1.473
H 2.510 -0.989 1.557
H 2.936 -2.276 0.482
H 1.734 -1.145 -1.380
H 3.252 -0.439 -0.887
H 0.602 0.769 -0.042
H 1.405 1.137 -1.530
H 3.480 1.733 -0.219
H 2.136 2.851 -0.255
H 2.238 1.051 2.157
H 0.623 3.194 2.084
H 1.809 3.072 3.337
H 2.474 5.178 2.508
H 2.359 4.700 0.815
C -5.518 -2.768 -3.840
Cl -3.849 -3.208 -3.498
Cl -6.433 -2.472 -2.356
Cl -5.607 -1.380 -4.924
H -5.980 -3.608 -4.340
C -5.195 5.659 0.608
Cl -5.404 4.916 2.195
Cl -3.729 6.638 0.563
Cl -5.169 4.433 -0.657
H -6.038 6.311 0.430
C -0.731 -5.614 -3.118
Cl -2.131 -6.033 -2.137
Cl -0.901 -6.243 -4.756
Cl -0.497 -3.866 -3.146
H 0.147 -6.062 -2.671
C 1.105 -1.151 5.808
Cl -0.100 -0.035 5.154
Cl 0.807 -2.788 5.223
Cl 2.727 -0.621 5.392
H 1.007 -1.154 6.884
C 6.791 4.308 0.869
Cl 7.990 4.323 2.158
Cl 6.204 5.938 0.533
Cl 7.441 3.563 -0.595
H 5.958 3.711 1.211
C 3.441 -5.231 -3.794
Cl 2.965 -6.760 -4.530
Cl 2.745 -3.866 -4.658
Cl 2.976 -5.193 -2.089
H 4.518 -5.155 -3.847
C -5.548 -8.823 -2.356
Cl -5.828 -9.004 -0.625
Cl -5.445 -7.120 -2.800
Cl -4.098 -9.689 -2.857
H -6.392 -9.253 -2.876
C 7.690 9.800 -0.693
Cl 8.978 8.876 0.073
Cl 6.109 9.269 -0.121
Cl 7.905 11.531 -0.433
H 7.735 9.616 -1.757
*
```

[2]
DFT (the ωB97M-V functional and the def2-TZVPD basis) results for C25H40N6O4Sn as an isolated structure.

Values from the calculation:
**Energy relative to the best compared isomer or geometry (same formula, charge and spin)**: 10.5 kcal per mole
**Electronic energy**: -1820.50808 Eh
**LUMO level**: 4.46 eV
**Kohn-Sham gap**: 5.53 eV

```
! RIJCOSX wB97M-V def2-TZVPD def2/J DEFGRID3
* xyz -2 1
Sn -1.704 0.405 1.148
N -3.074 1.550 -1.583
C -4.459 1.151 -1.330
C -4.946 0.941 0.114
O -6.180 0.777 0.237
N -4.044 0.973 1.084
C -4.613 0.812 2.415
C -3.670 1.196 3.555
O -4.173 1.556 4.630
O -2.420 1.068 3.328
H -2.840 2.284 -0.921
H -2.459 0.771 -1.363
H -4.661 0.222 -1.871
H -5.113 1.918 -1.755
H -4.851 -0.250 2.597
H -5.544 1.371 2.505
N -3.365 -3.321 2.985
C -2.495 -2.521 2.291
O -1.886 -1.637 2.875
C -2.280 -2.832 0.836
C -2.439 -1.558 0.003
H -3.645 -2.974 3.888
H -4.035 -3.873 2.480
H -2.939 -3.652 0.520
H -1.241 -3.166 0.755
H -3.499 -1.430 -0.244
H -1.903 -1.683 -0.944
N 2.047 1.182 2.824
N 1.352 0.489 3.878
H 1.754 2.149 2.881
H 1.735 0.840 1.911
H 0.356 0.444 3.672
H 1.690 -0.464 3.859
C 1.073 -3.858 2.595
C 1.614 -3.078 1.422
C 2.584 -3.646 0.582
C 3.029 -2.921 -0.515
C 4.041 -3.519 -1.463
C 2.540 -1.648 -0.775
C 1.561 -1.018 0.052
C 1.139 -1.816 1.163
N 1.003 0.200 -0.062
C 1.419 1.142 -1.083
C 1.121 0.684 -2.530
C 1.496 1.775 -3.537
C 0.655 3.026 -3.274
C 0.936 3.521 -1.853
C 2.416 3.888 -1.723
C 3.259 2.638 -1.981
C 2.980 2.130 -3.399
C 2.905 1.553 -0.961
C 0.586 2.417 -0.856
H 1.866 -4.412 3.103
H 0.323 -4.580 2.258
H 0.590 -3.194 3.312
H 2.974 -4.637 0.792
H 4.226 -4.569 -1.229
H 4.994 -2.985 -1.419
H 3.678 -3.456 -2.492
H 2.933 -1.143 -1.646
H 0.401 -1.383 1.826
H 0.053 0.455 -2.590
H 1.659 -0.232 -2.771
H 1.304 1.415 -4.556
H -0.408 2.789 -3.381
H 0.904 3.809 -4.002
H 0.318 4.402 -1.643
H 2.615 4.277 -0.719
H 2.675 4.674 -2.444
H 4.323 2.895 -1.889
H 3.599 1.251 -3.610
H 3.246 2.906 -4.129
H 3.078 1.914 0.057
H 3.556 0.690 -1.104
H -0.469 2.156 -0.961
H 0.745 2.751 0.174
*
```

[3]
DFT (the ωB97M-V functional and the def2-TZVPD basis) results for C25H41Cl3N3O3PbSSi as an isolated structure in a non-equilibrium geometry.

Values from the calculation:
**Energy relative to the best compared isomer or geometry (same formula, charge and spin)**: 64.3 kcal per mole
**Electronic energy**: -3628.44173 Eh
**LUMO level**: 1.95 eV
**Kohn-Sham gap**: 5.08 eV

```
! RIJCOSX wB97M-V def2-TZVPD def2/J DEFGRID3
* xyz -1 1
C -1.383 -2.970 -4.566
C -0.756 -3.339 -3.248
H -1.423 -3.833 -5.250
H -0.806 -2.155 -5.046
H -2.434 -2.630 -4.464
C -0.456 -4.621 -2.940
C -0.546 -5.749 -3.929
H -0.406 -4.940 -1.890
H 0.111 -5.648 -4.813
H -1.567 -5.930 -4.304
H -0.257 -6.683 -3.436
Pb -2.582 0.604 1.416
Cl -3.936 -0.571 3.363
Cl -0.046 0.869 -0.803
H 0.562 4.539 4.744
H -1.454 6.560 4.378
C 0.619 4.697 3.656
C -1.154 6.403 3.333
N -0.694 5.038 3.111
H 1.035 3.802 3.177
C -1.541 4.138 2.584
O -1.298 2.933 2.362
H -2.020 6.576 2.685
H -2.524 4.601 2.337
H 1.269 5.563 3.484
H -0.347 7.101 3.096
H 2.471 -1.327 -3.701
H 2.381 -3.823 -1.980
C 3.438 -1.381 -3.180
C 3.327 -3.343 -1.685
N 3.264 -1.894 -1.837
H 3.890 -0.391 -3.137
C 3.288 -1.050 -0.767
O 3.478 0.163 -0.821
H 3.543 -3.594 -0.638
H 3.093 -1.573 0.191
H 4.096 -2.069 -3.718
H 4.118 -3.738 -2.335
O 0.076 -1.138 -2.596
C -0.668 -2.160 -2.237
C 0.473 -2.824 0.000
C -0.701 -2.629 -0.748
H 1.428 -2.550 -0.467
C 0.411 -3.415 1.272
H -1.637 -1.664 -2.367
C -1.919 -2.942 -0.145
H 1.365 -3.602 1.808
C -0.808 -3.817 1.801
C -1.987 -3.525 1.112
H -2.851 -2.801 -0.710
H -0.839 -4.316 2.770
H -2.952 -3.771 1.557
Si 0.153 2.074 -2.462
Cl -4.303 1.848 0.217
C 1.951 2.179 -2.948
C -0.528 3.717 -1.791
C -0.595 1.680 -4.117
H 2.517 1.400 -2.413
H 2.305 3.198 -2.735
H 1.980 1.995 -4.023
H 0.187 1.232 -4.740
H -0.842 2.660 -4.568
H -1.461 1.001 -4.094
H -1.534 3.681 -1.357
H -0.560 4.410 -2.647
H 0.097 4.153 -1.000
S 0.284 -0.149 2.634
C -0.009 0.537 4.134
N -1.294 0.478 4.654
C -1.755 1.335 5.605
C -0.871 2.140 6.280
C 0.498 2.066 5.940
C 0.921 1.285 4.878
H -2.018 -0.124 4.214
H -2.833 1.301 5.800
H -1.230 2.839 7.030
H 1.239 2.637 6.497
H 1.956 1.247 4.534
*
```

[4]
DFT (the ωB97M-V functional and the def2-TZVPD basis) results for C25H41Cl3N3O3SSiY as an isolated structure in a non-equilibrium geometry.

Values from the calculation:
**Energy relative to the best compared isomer or geometry (same formula, charge and spin)**: 124.0 kcal per mole
**Electronic energy**: -3473.92858 Eh
**LUMO level**: -0.68 eV
**Kohn-Sham gap**: 2.83 eV

```
! RIJCOSX wB97M-V def2-TZVPD def2/J DEFGRID3
* xyz 0 1
C 0.576 1.427 -5.223
C -0.326 2.191 -4.254
H 0.830 1.962 -6.139
H 0.072 0.466 -5.423
H 1.527 1.196 -4.729
C -1.306 3.035 -4.728
C -1.632 3.115 -6.162
H -1.772 3.761 -4.071
H -1.900 2.114 -6.543
H -0.827 3.449 -6.843
H -2.475 3.794 -6.327
Y 0.154 -1.888 0.291
Cl 2.225 -0.149 -0.066
Cl -0.205 -4.336 0.173
H 0.977 -3.154 5.186
H 3.739 -4.011 5.123
C 1.083 -3.798 4.313
C 3.530 -4.229 4.069
N 2.333 -3.525 3.615
H 0.241 -3.606 3.652
C 2.355 -2.714 2.567
O 1.280 -2.214 2.111
H 4.377 -3.891 3.468
H 3.354 -2.484 2.138
H 1.074 -4.835 4.631
H 3.417 -5.314 3.943
H -2.075 -1.279 -3.861
H -3.609 1.399 -3.372
C -3.019 -1.474 -3.336
C -4.164 0.659 -2.768
N -3.312 -0.449 -2.342
H -2.982 -2.460 -2.869
C -2.659 -0.379 -1.168
O -1.950 -1.301 -0.684
H -4.572 1.158 -1.879
H -2.782 0.569 -0.617
H -3.811 -1.462 -4.086
H -4.981 0.282 -3.394
O -0.728 1.048 -3.251
C 0.032 2.058 -2.745
C -1.842 3.345 -1.497
C -0.510 2.944 -1.670
H -2.586 2.993 -2.217
C -2.192 4.117 -0.390
H 1.096 1.844 -2.622
C 0.450 3.399 -0.749
H -3.251 4.387 -0.268
C -1.219 4.527 0.536
C 0.122 4.186 0.353
H 1.496 3.073 -0.875
H -1.508 5.166 1.373
H 0.883 4.529 1.058
Si 1.813 -2.960 -3.076
Cl 0.254 -1.532 -2.252
C 0.828 -4.483 -3.515
C 3.014 -3.374 -1.682
C 2.717 -2.201 -4.511
H -0.215 -4.232 -3.776
H 0.791 -5.193 -2.665
H 1.291 -5.004 -4.375
H 2.056 -2.109 -5.383
H 3.551 -2.868 -4.776
H 3.131 -1.221 -4.242
H 3.003 -2.642 -0.856
H 4.042 -3.384 -2.090
H 2.802 -4.369 -1.255
S -0.940 0.461 1.526
C 0.030 0.660 2.895
N 1.404 0.658 2.757
C 2.208 0.396 3.820
C 1.675 0.321 5.082
C 0.314 0.555 5.278
C -0.517 0.751 4.186
H 1.793 0.571 1.781
H 3.247 0.246 3.579
H 2.318 0.106 5.911
H -0.128 0.567 6.265
H -1.606 0.859 4.246
*
```

[5]
DFT (the ωB97M-V functional and the def2-TZVPD basis) results for C25H41Cl3O2P2Pd as an isolated structure in a non-equilibrium geometry.

Values from the calculation:
**Electronic energy**: -3318.05175 Eh
**⟨S²⟩**: 6.02
**LUMO level (spin up / spin down)**: -5.56 / -9.51 eV
**Kohn-Sham gap (spin up / spin down)**: 8.49 / 4.69 eV

```
! RIJCOSX wB97M-V def2-TZVPD def2/J DEFGRID3
* xyz 2 5
Pd 1.400 -0.865 1.035
C -0.829 -0.994 3.059
C -0.339 -1.940 2.118
C 1.322 -1.490 3.713
C 0.199 -0.711 4.001
C 1.029 -2.315 2.515
C -2.204 -0.481 3.144
H -2.726 -0.559 2.189
H -2.191 0.577 3.437
H -2.820 -0.987 3.902
C 0.076 0.228 5.151
H -0.419 1.150 4.818
H 1.058 0.519 5.545
H -0.498 -0.175 6.005
C 2.623 -1.564 4.419
H 2.600 -2.364 5.181
H 2.813 -0.610 4.932
H 3.464 -1.750 3.717
C 1.513 -3.739 2.469
H 1.227 -4.215 3.429
H 2.608 -3.822 2.380
H 1.036 -4.308 1.658
C -1.144 -2.606 1.077
H -0.911 -3.671 0.970
H -0.912 -2.138 0.110
H -2.227 -2.545 1.250
C -2.701 2.416 0.516
C -3.746 1.610 0.728
C -4.102 0.480 -0.170
C -3.787 0.645 -1.683
C -2.630 -0.184 -2.148
C -1.501 -0.325 -1.444
C -1.124 0.606 -0.330
C -1.559 2.104 -0.403
H -5.202 0.425 -0.113
H -3.706 1.709 -1.976
H -3.669 -0.469 0.194
H -1.801 2.401 -1.434
H -2.714 3.424 0.956
H -4.539 1.800 1.462
H -0.705 2.749 -0.107
H -1.485 0.154 0.620
H -0.787 -1.146 -1.631
H -0.013 0.644 -0.265
H -4.659 0.268 -2.238
H -2.733 -0.713 -3.117
P 0.072 1.404 -3.672
C 0.153 3.069 -4.529
C -0.706 0.588 -5.178
P 2.371 -0.409 -2.694
C 1.813 0.872 -3.967
C 1.564 -1.893 -3.438
C 3.928 -0.623 -3.679
H 1.065 3.604 -4.239
H -0.720 3.655 -4.210
H 0.117 2.990 -5.626
H -0.334 1.055 -6.106
H -1.792 0.752 -5.126
H -0.516 -0.494 -5.215
H 3.782 -0.281 -4.712
H 4.226 -1.674 -3.685
H 4.705 -0.008 -3.219
H 2.471 1.751 -3.839
H 1.937 0.482 -5.001
H 2.317 -2.693 -3.448
H 1.210 -1.714 -4.461
H 0.728 -2.215 -2.808
Cl 1.536 3.704 3.139
C 2.878 2.585 3.077
Cl 4.294 3.317 2.303
Cl 3.341 2.061 4.730
C 2.448 1.278 2.189
O 1.247 1.258 1.763
O 3.279 0.356 2.009
*
```

[6]
DFT (the ωB97M-V functional and the def2-TZVPD basis) results for C25H41Cl3O2P2Sc as an isolated structure in a non-equilibrium geometry.

Values from the calculation:
**Energy relative to the best compared isomer or geometry (same formula, charge and spin)**: 156.4 kcal per mole
**Electronic energy**: -3951.26624 Eh
**LUMO level (spin up / spin down)**: -5.73 / -5.71 eV
**Kohn-Sham gap (spin up / spin down)**: 3.84 / 3.86 eV

```
! RIJCOSX wB97M-V def2-TZVPD def2/J DEFGRID3
* xyz 1 1
Sc -0.328 1.596 -1.575
C -0.888 -1.580 2.545
C 0.316 -1.862 1.842
C 0.831 -0.480 3.605
C -0.566 -0.722 3.633
C 1.375 -1.161 2.480
C -2.232 -2.074 2.200
H -2.177 -3.083 1.771
H -2.716 -1.416 1.463
H -2.877 -2.113 3.087
C -1.507 -0.183 4.632
H -2.452 -0.735 4.606
H -1.731 0.874 4.432
H -1.086 -0.256 5.643
C 1.575 0.323 4.591
H 1.201 0.130 5.605
H 1.457 1.399 4.398
H 2.643 0.083 4.562
C 2.786 -1.172 2.051
H 3.194 -2.196 2.046
H 3.401 -0.560 2.721
H 2.910 -0.770 1.027
C 0.463 -2.759 0.679
H 1.158 -3.583 0.897
H 0.860 -2.223 -0.192
H -0.501 -3.193 0.392
C -2.441 0.819 -1.702
C -1.678 0.774 -2.909
C -0.969 -0.500 -3.280
C 0.565 -0.466 -3.070
C 1.140 -0.093 -1.664
C 2.343 0.860 -1.778
C 2.175 2.345 -1.515
C 1.143 2.968 -2.459
H -1.117 -0.674 -4.357
H 0.998 0.187 -3.846
H -1.429 -1.361 -2.772
H 1.422 2.799 -3.512
H -2.797 1.798 -1.317
H -1.893 1.472 -3.727
H 0.979 4.026 -2.234
H 1.990 2.542 -0.438
H 2.762 0.747 -2.793
H 3.159 2.801 -1.702
H 0.939 -1.478 -3.302
H 1.597 -1.041 -1.330
P -4.266 -1.451 -2.051
C -5.942 -0.776 -1.644
C -4.168 -2.947 -0.968
P 4.241 0.146 -0.942
C -3.175 -0.296 -1.143
C 4.987 -0.619 -2.434
C 5.233 1.685 -0.987
H -5.903 -0.025 -0.847
H -6.623 -1.592 -1.371
H -6.306 -0.297 -2.566
H -3.852 -3.779 -1.614
H -5.158 -3.184 -0.558
H -3.437 -2.825 -0.157
H 5.498 1.961 -2.013
H 6.142 1.495 -0.402
H 4.679 2.499 -0.508
H -3.421 -0.204 -0.072
H 0.438 0.021 -0.775
H 5.921 -1.104 -2.116
H 5.193 0.143 -3.195
H 4.311 -1.382 -2.834
Cl -0.048 3.227 3.118
C -1.371 3.376 1.935
Cl -2.772 2.368 2.402
Cl -1.829 5.059 1.711
C -0.894 2.753 0.561
O -0.317 1.603 0.581
O -1.159 3.335 -0.543
*
```

Q: Number 5 is which compound?
A: C25H41Cl3O2P2Pd

Q: What is the electronic energy in the sixth record?
A: -3951.26624 Eh

What did the fourth record say?
DFT (the ωB97M-V functional and the def2-TZVPD basis) results for C25H41Cl3N3O3SSiY as an isolated structure in a non-equilibrium geometry.

Values from the calculation:
**Energy relative to the best compared isomer or geometry (same formula, charge and spin)**: 124.0 kcal per mole
**Electronic energy**: -3473.92858 Eh
**LUMO level**: -0.68 eV
**Kohn-Sham gap**: 2.83 eV

```
! RIJCOSX wB97M-V def2-TZVPD def2/J DEFGRID3
* xyz 0 1
C 0.576 1.427 -5.223
C -0.326 2.191 -4.254
H 0.830 1.962 -6.139
H 0.072 0.466 -5.423
H 1.527 1.196 -4.729
C -1.306 3.035 -4.728
C -1.632 3.115 -6.162
H -1.772 3.761 -4.071
H -1.900 2.114 -6.543
H -0.827 3.449 -6.843
H -2.475 3.794 -6.327
Y 0.154 -1.888 0.291
Cl 2.225 -0.149 -0.066
Cl -0.205 -4.336 0.173
H 0.977 -3.154 5.186
H 3.739 -4.011 5.123
C 1.083 -3.798 4.313
C 3.530 -4.229 4.069
N 2.333 -3.525 3.615
H 0.241 -3.606 3.652
C 2.355 -2.714 2.567
O 1.280 -2.214 2.111
H 4.377 -3.891 3.468
H 3.354 -2.484 2.138
H 1.074 -4.835 4.631
H 3.417 -5.314 3.943
H -2.075 -1.279 -3.861
H -3.609 1.399 -3.372
C -3.019 -1.474 -3.336
C -4.164 0.659 -2.768
N -3.312 -0.449 -2.342
H -2.982 -2.460 -2.869
C -2.659 -0.379 -1.168
O -1.950 -1.301 -0.684
H -4.572 1.158 -1.879
H -2.782 0.569 -0.617
H -3.811 -1.462 -4.086
H -4.981 0.282 -3.394
O -0.728 1.048 -3.251
C 0.032 2.058 -2.745
C -1.842 3.345 -1.497
C -0.510 2.944 -1.670
H -2.586 2.993 -2.217
C -2.192 4.117 -0.390
H 1.096 1.844 -2.622
C 0.450 3.399 -0.749
H -3.251 4.387 -0.268
C -1.219 4.527 0.536
C 0.122 4.186 0.353
H 1.496 3.073 -0.875
H -1.508 5.166 1.373
H 0.883 4.529 1.058
Si 1.813 -2.960 -3.076
Cl 0.254 -1.532 -2.252
C 0.828 -4.483 -3.515
C 3.014 -3.374 -1.682
C 2.717 -2.201 -4.511
H -0.215 -4.232 -3.776
H 0.791 -5.193 -2.665
H 1.291 -5.004 -4.375
H 2.056 -2.109 -5.383
H 3.551 -2.868 -4.776
H 3.131 -1.221 -4.242
H 3.003 -2.642 -0.856
H 4.042 -3.384 -2.090
H 2.802 -4.369 -1.255
S -0.940 0.461 1.526
C 0.030 0.660 2.895
N 1.404 0.658 2.757
C 2.208 0.396 3.820
C 1.675 0.321 5.082
C 0.314 0.555 5.278
C -0.517 0.751 4.186
H 1.793 0.571 1.781
H 3.247 0.246 3.579
H 2.318 0.106 5.911
H -0.128 0.567 6.265
H -1.606 0.859 4.246
*
```

Q: Which of these has the highest electronic energy?
A: C25H40N6O4Sn